{"formula": "C85H193N11O13", "method": "ωB97M-V/def2-TZVPD", "species": ["C", "C", "C", "O", "C", "N", "H", "H", "H", "H", "H", "H", "H", "H", "H", "H", "H", "C", "C", "C", "O", "C", "N", "H", "H", "H", "H", "H", "H", "H", "H", "H", "H", "H", "C", "C", "C", "O", "C", "N", "H", "H", "H", "H", "H", "H", "H", "H", "H", "H", "H", "C", "C", "C", "O", "C", "N", "H", "H", "H", "H", "H", "H", "H", "H", "H", "H", "H", "C", "C", "C", "C", "C", "C", "N", "O", "C", "C", "C", "H", "H", "H", "H", "H", "H", "H", "H", "H", "H", "H", "H", "H", "H", "H", "H", "H", "H", "H", "C", "C", "C", "C", "C", "C", "N", "O", "C", "C", "C", "H", "H", "H", "H", "H", "H", "H", "H", "H", "H", "H", "H", "H", "H", "H", "H", "H", "H", "H", "C", "C", "C", "C", "C", "C", "N", "O", "C", "C", "C", "H", "H", "H", "H", "H", "H", "H", "H", "H", "H", "H", "H", "H", "H", "H", "H", "H", "H", "H", "C", "C", "C", "C", "C", "C", "N", "O", "C", "C", "C", "H", "H", "H", "H", "H", "H", "H", "H", "H", "H", "H", "H", "H", "H", "H", "H", "H", "H", "H", "C", "C", "C", "C", "C", "C", "N", "O", "C", "C", "C", "H", "H", "H", "H", "H", "H", "H", "H", "H", "H", "H", "H", "H", "H", "H", "H", "H", "H", "H", "C", "C", "C", "C", "C", "C", "N", "O", "C", "C", "C", "H", "H", "H", "H", "H", "H", "H", "H", "H", "H", "H", "H", "H", "H", "H", "H", "H", "H", "H", "C", "C", "C", "C", "C", "C", "N", "O", "C", "C", "C", "H", "H", "H", "H", "H", "H", "H", "H", "H", "H", "H", "H", "H", "H", "H", "H", "H", "H", "H", "C", "C", "C", "O", "H", "H", "H", "H", "H", "H", "H", "H", "C", "C", "C", "O", "H", "H", "H", "H", "H", "H", "H", "H"], "coordinates": [[-14.71378, 8.11690, 16.38848], [-15.63684, 7.62344, 17.52098], [-14.89162, 7.04840, 18.68642], [-14.09315, 8.01585, 19.36785], [-13.49253, 7.59972, 20.62085], [-16.56854, 8.63603, 18.02607], [-13.85475, 8.72102, 16.68621], [-15.27862, 8.76871, 15.70271], [-14.22628, 7.27632, 15.87962], [-16.19592, 6.78052, 17.19388], [-14.18692, 6.23415, 18.37707], [-15.53751, 6.55982, 19.44646], [-14.09743, 7.44131, 21.49071], [-12.76605, 8.40239, 20.87940], [-13.01678, 6.64531, 20.33965], [-17.07271, 9.19730, 17.34857], [-16.05150, 9.32797, 18.62216], [-17.92452, 10.90676, 22.57328], [-17.26208, 10.23191, 23.76560], [-18.18998, 10.04595, 24.92276], [-17.48839, 9.74017, 26.09699], [-18.32701, 9.24448, 27.10746], [-16.75238, 8.95173, 23.37508], [-18.94035, 10.64648, 22.34740], [-17.32767, 10.72652, 21.67846], [-18.03438, 11.96099, 22.78773], [-16.48723, 10.93730, 24.03161], [-18.96726, 9.32181, 24.71490], [-18.76411, 10.91091, 25.09175], [-19.20735, 8.73029, 26.79535], [-18.57672, 10.07775, 27.68302], [-17.75484, 8.58793, 27.74007], [-16.27876, 8.47868, 24.11560], [-16.07661, 9.03240, 22.59245], [-22.65618, 8.74388, 20.75046], [-22.00785, 8.18655, 19.48379], [-20.63463, 8.75867, 19.22208], [-20.67232, 10.16598, 19.34965], [-19.38044, 10.66829, 19.15873], [-21.76630, 6.71187, 19.57921], [-23.65765, 8.32594, 20.85089], [-22.82320, 9.79918, 20.55226], [-21.97084, 8.51627, 21.61832], [-22.70070, 8.42498, 18.67390], [-20.32089, 8.55622, 18.20184], [-19.94960, 8.39119, 19.93195], [-19.20669, 10.84808, 18.04942], [-18.59886, 10.01699, 19.50740], [-19.15882, 11.61597, 19.72066], [-21.45640, 6.57428, 20.55456], [-22.64236, 6.21826, 19.68201], [-10.53391, 2.76392, 22.91655], [-10.13423, 4.23366, 23.32610], [-9.65312, 5.07236, 22.11885], [-8.69517, 4.37667, 21.29372], [-7.74955, 5.16343, 20.73947], [-11.19838, 4.85563, 24.14184], [-11.31374, 3.01980, 22.24986], [-10.91773, 2.22414, 23.75394], [-9.68349, 2.22927, 22.48639], [-9.28973, 4.21377, 24.02727], [-9.13697, 5.97249, 22.57757], [-10.47357, 5.38609, 21.52374], [-6.97439, 4.53722, 20.28891], [-7.37601, 5.88175, 21.44953], [-8.14982, 5.74632, 19.85390], [-10.94314, 5.78220, 24.42765], [-11.93062, 5.05477, 23.43098], [-13.64507, 0.83641, 20.51283], [-14.05509, 1.74004, 19.40534], [-12.96046, 1.83515, 18.38611], [-13.33841, 2.55370, 17.13892], [-14.61518, 2.01811, 16.53896], [-15.74784, 1.89750, 17.54837], [-15.25201, 1.15914, 18.73922], [-16.28723, 1.18442, 19.72850], [-16.40498, 3.23498, 17.89163], [-16.84230, 1.01565, 16.95634], [-14.26456, 3.15490, 20.02219], [-13.63155, -0.16156, 20.13757], [-14.29214, 1.00161, 21.38314], [-12.59800, 1.07499, 20.78930], [-12.04770, 2.34288, 18.77156], [-12.71172, 0.72539, 18.17362], [-12.47502, 2.42271, 16.39437], [-13.38452, 3.66727, 17.36871], [-14.41595, 1.03729, 16.17843], [-15.08241, 2.57777, 15.72639], [-17.07809, 3.50928, 17.07329], [-16.82404, 3.17358, 18.88919], [-15.68064, 4.00176, 17.85055], [-17.79011, 1.24181, 17.39305], [-16.95553, 0.95743, 15.88326], [-16.69895, -0.00667, 17.31721], [-13.46364, 3.18575, 20.73841], [-15.18775, 3.09870, 20.60948], [-14.23969, 4.00228, 19.32923], [-16.54969, 0.26591, 19.63851], [-21.94773, 2.67930, 20.02046], [-22.52158, 2.45337, 18.65965], [-21.69406, 3.01289, 17.47662], [-20.41959, 2.18303, 17.33997], [-20.76498, 0.70470, 17.08174], [-21.67090, 0.04832, 18.05764], [-22.77136, 1.04709, 18.32837], [-23.51072, 0.47331, 19.46266], [-22.38828, -1.15612, 17.34060], [-20.89572, -0.44735, 19.30415], [-23.80803, 3.21087, 18.65777], [-22.01622, 3.78767, 20.25208], [-20.91095, 2.49760, 20.02676], [-22.39959, 2.04365, 20.77665], [-22.23781, 3.01235, 16.50375], [-21.44158, 4.06153, 17.67146], [-19.77386, 2.34179, 18.17449], [-19.80726, 2.52644, 16.53902], [-19.89801, 0.01572, 16.91528], [-21.20883, 0.68573, 16.04341], [-23.24324, -0.70322, 16.75925], [-21.64420, -1.59129, 16.63776], [-22.75117, -1.89176, 18.06177], [-21.63726, -0.53862, 20.11774], [-20.34103, -1.39020, 19.14733], [-20.27302, 0.34050, 19.71983], [-24.45609, 2.95648, 19.54570], [-24.41931, 3.05173, 17.77203], [-23.72145, 4.24027, 18.70478], [-24.41759, 0.26551, 19.11049], [-24.62443, 10.18547, 26.64633], [-23.28470, 10.62042, 25.99866], [-23.42688, 10.58635, 24.37761], [-22.42947, 11.51933, 23.77224], [-22.46245, 12.95440, 24.34696], [-22.04278, 13.02541, 25.87798], [-23.09418, 12.08185, 26.47772], [-22.66006, 11.89583, 27.86394], [-20.57996, 12.63097, 26.02831], [-22.25579, 14.39851, 26.40067], [-22.06950, 9.80005, 26.36653], [-24.61169, 10.09989, 27.72775], [-25.01747, 9.21251, 26.25036], [-25.42199, 10.89489, 26.32785], [-23.27694, 9.55425, 23.98301], [-24.47197, 10.75840, 24.14489], [-22.56634, 11.52976, 22.68801], [-21.38620, 11.09291, 23.83413], [-23.46432, 13.34592, 24.18213], [-21.78546, 13.70682, 23.80636], [-19.93878, 13.35529, 25.44148], [-20.37909, 12.78097, 27.07958], [-20.37453, 11.64380, 25.66590], [-23.32180, 14.45831, 26.46824], [-21.85816, 14.74816, 27.40321], [-21.97450, 15.10353, 25.62407], [-21.53800, 10.28865, 27.22402], [-21.45196, 9.79982, 25.49656], [-22.29036, 8.78171, 26.61087], [-23.24754, 12.44899, 28.40102], [-22.63726, -0.03841, 24.22175], [-21.62424, -1.26478, 24.47164], [-20.85836, -1.75583, 23.25805], [-19.90489, -0.64210, 22.78752], [-18.88860, -0.48494, 23.89194], [-19.48464, 0.10400, 25.16843], [-20.59966, -0.86176, 25.50726], [-21.36546, -0.32842, 26.64250], [-18.44546, -0.05943, 26.26548], [-19.93392, 1.48054, 25.10083], [-22.51104, -2.45001, 25.02820], [-22.24189, 0.96937, 24.07691], [-23.29003, -0.02201, 25.05414], [-23.33353, -0.30753, 23.39277], [-20.29144, -2.63402, 23.53568], [-21.58897, -2.08706, 22.51927], [-20.47569, 0.30290, 22.63224], [-19.40718, -0.90932, 21.89038], [-18.06276, 0.12308, 23.51931], [-18.50785, -1.48705, 24.07424], [-17.49493, 0.46072, 26.03035], [-18.82241, 0.32415, 27.18949], [-18.19695, -1.12483, 26.45845], [-20.21232, 1.79847, 24.06820], [-20.79765, 1.61667, 25.72881], [-19.16138, 2.17128, 25.46596], [-23.28986, -2.67050, 24.25318], [-22.96267, -2.07697, 25.89948], [-21.83097, -3.27209, 25.21522], [-21.07107, -0.89153, 27.32748], [-14.45746, 2.79118, 23.71919], [-14.61486, 2.10182, 25.05163], [-14.70097, 0.53740, 24.79357], [-14.63416, -0.32787, 26.08609], [-13.32169, 0.00901, 26.72954], [-13.09143, 1.47415, 27.02981], [-13.36008, 2.28445, 25.79876], [-13.15620, 3.68970, 26.05836], [-13.90489, 1.97879, 28.20213], [-11.64201, 1.66192, 27.34563], [-15.84059, 2.60051, 25.74984], [-14.32583, 3.82854, 23.93883], [-15.49443, 2.60069, 23.25401], [-13.70607, 2.43130, 23.05367], [-15.63223, 0.44384, 24.18099], [-13.87894, 0.29324, 24.15922], [-14.82178, -1.35076, 25.98352], [-15.43527, -0.13911, 26.80523], [-12.58611, -0.35492, 25.93310], [-13.11061, -0.54658, 27.61256], [-14.94140, 1.49660, 28.21045], [-13.53954, 1.71871, 29.14288], [-14.01539, 3.08917, 28.12419], [-11.51234, 2.70161, 27.66224], [-11.29780, 0.97275, 28.04992], [-11.11969, 1.57225, 26.42049], [-16.14646, 1.90418, 26.52490], [-16.67629, 2.86282, 25.07084], [-15.62824, 3.52471, 26.28560], [-12.37833, 3.96064, 25.56230], [-27.64769, 4.00011, 26.65029], [-26.56671, 4.31597, 25.61203], [-25.18103, 4.41387, 26.38134], [-24.10377, 4.62307, 25.29729], [-24.10169, 3.53666, 24.21611], [-25.45781, 3.32171, 23.52940], [-26.47698, 3.19805, 24.67782], [-27.79219, 2.88171, 24.25696], [-25.88332, 4.48152, 22.45402], [-25.46184, 2.01962, 22.69637], [-27.08604, 5.70847, 25.03262], [-27.54133, 3.06662, 27.24981], [-28.61412, 3.99433, 26.01916], [-27.71168, 4.76155, 27.42848], [-25.19232, 5.26769, 27.04545], [-24.96826, 3.45694, 26.93360], [-23.08297, 4.64214, 25.73623], [-24.26902, 5.60015, 24.86687], [-23.65923, 2.61071, 24.58451], [-23.54399, 3.95178, 23.35482], [-25.38190, 4.37832, 21.45538], [-26.96890, 4.36304, 22.36620], [-25.59042, 5.54149, 22.68861], [-25.42085, 1.24120, 23.49232], [-26.40220, 1.84084, 22.16156], [-24.54903, 1.98031, 22.14086], [-26.27904, 6.14988, 24.48866], [-27.31490, 6.34203, 25.84421], [-27.97324, 5.61831, 24.41764], [-28.12674, 3.65282, 23.75032], [-16.55236, 5.97609, 22.05740], [-17.97082, 5.57872, 21.56534], [-18.18661, 4.12845, 21.78395], [-18.49982, 3.77357, 23.26244], [-19.78543, 4.48042, 23.66774], [-19.57515, 5.98802, 23.55746], [-19.16526, 6.26254, 22.20378], [-19.04982, 7.69382, 22.03292], [-20.96266, 6.66549, 23.74565], [-18.60253, 6.42882, 24.65820], [-17.96861, 5.86997, 20.09591], [-16.35869, 5.79440, 23.12264], [-16.40155, 7.04975, 21.88199], [-15.88250, 5.39366, 21.46224], [-19.02905, 3.72802, 21.22453], [-17.31827, 3.54108, 21.39608], [-17.68149, 3.93513, 23.96120], [-18.70531, 2.65355, 23.25545], [-20.14902, 4.11906, 24.65734], [-20.51598, 4.22490, 22.87630], [-21.68971, 6.47532, 22.90447], [-21.29995, 6.20031, 24.69650], [-20.84762, 7.75139, 23.91524], [-19.05334, 6.25588, 25.64503], [-17.72190, 5.74959, 24.64255], [-18.36702, 7.50275, 24.48574], [-18.96364, 5.75826, 19.58014], [-17.27228, 5.20207, 19.54867], [-17.66184, 6.89058, 19.77099], [-18.18290, 8.01025, 22.46405], [-13.59460, 10.87155, 22.18046], [-14.40597, 11.36459, 21.02710], [-13.49069, 12.08839, 20.05962], [-15.14905, 10.34885, 20.40143], [-13.10049, 11.70952, 22.68496], [-12.71795, 10.32930, 21.82376], [-14.22103, 10.20056, 22.75096], [-15.20722, 12.07398, 21.25212], [-12.57695, 11.55598, 19.95907], [-13.26009, 13.10630, 20.51064], [-13.99814, 12.30395, 19.11204], [-14.62477, 9.70926, 19.90329], [-14.74953, 8.55369, 27.95807], [-14.18093, 8.42522, 26.51453], [-14.56433, 7.06821, 25.88488], [-14.59232, 9.48869, 25.64173], [-14.36771, 9.51263, 28.36922], [-14.54440, 7.61619, 28.47250], [-15.87518, 8.58593, 27.85926], [-13.09460, 8.45346, 26.55400], [-14.10884, 6.17513, 26.48289], [-14.30630, 7.08852, 24.85097], [-15.63100, 6.96618, 25.96994], [-15.56287, 9.66608, 25.76362]], "forces_ev_per_angstrom": [[0.232, 0.022, -0.161], [0.457, 1.486, 0.153], [1.230, -1.360, 1.692], [-0.247, 0.909, 0.803], [1.209, -0.010, -2.040], [0.737, 0.961, 1.322], [-0.225, 0.150, 0.663], [0.116, -0.605, -0.034], [-0.470, 0.028, -0.262], [-0.752, -0.694, -0.726], [-0.417, 0.417, -0.271], [-0.076, 0.455, -0.679], [-1.142, 0.013, 0.139], [-0.296, -0.825, -0.316], [0.392, 0.220, 0.682], [0.213, -0.434, -0.329], [-0.780, -0.909, -0.761], [-0.116, 0.285, 0.045], [-0.428, 0.425, -0.524], [-0.252, 0.140, -0.173], [0.581, -1.030, -0.686], [1.043, -0.161, 0.340], [0.580, -0.637, -1.785], [-0.619, -0.965, 0.003], [0.034, 0.259, -0.006], [0.450, 0.528, -0.117], [0.620, 0.144, 0.573], [0.027, -0.737, -0.284], [-0.447, 1.648, 0.124], [-0.622, -0.365, -0.715], [-0.964, 1.312, 1.282], [0.182, -0.390, 0.173], [0.368, -0.260, 0.580], [-0.570, 0.128, 0.639], [0.741, -0.132, -0.178], [-0.240, -0.921, 0.414], [-1.241, 1.000, -0.866], [0.170, 0.637, 0.606], [0.632, 1.603, -1.029], [-0.243, 0.256, 0.971], [0.087, -0.367, 0.355], [0.305, 0.332, 0.593], [-0.939, 0.550, -0.609], [0.222, -0.286, -0.323], [0.192, -0.593, -0.195], [0.993, -0.856, 0.846], [-0.030, -0.060, 1.080], [0.263, -0.802, 0.134], [-0.863, -0.568, -0.580], [0.767, 0.085, -0.515], [-0.643, 0.035, -0.656], [1.209, 2.217, 0.664], [1.563, -1.274, 0.966], [1.706, 0.125, 1.189], [-2.231, -1.343, 1.911], [0.471, 1.409, -2.499], [-1.069, -0.267, -2.251], [-1.040, -0.793, -1.277], [-0.346, -0.272, 0.633], [-0.351, 0.245, -0.274], [0.138, -0.330, -0.268], [-0.616, -0.623, -0.675], [-0.984, 0.451, -0.753], [0.119, 0.040, 0.472], [0.649, 0.322, 0.305], [0.185, -0.229, 0.751], [0.516, 0.509, 0.347], [-0.087, -0.215, 0.846], [0.804, 0.466, 0.904], [-0.697, 1.839, -0.491], [1.306, -2.146, -0.239], [1.181, 1.603, -1.638], [-0.666, 0.470, 0.559], [-0.576, -0.448, 0.075], [0.905, 0.962, 0.035], [-0.054, -0.586, -0.278], [0.349, -0.371, -0.727], [-0.092, -1.334, 0.781], [-0.532, -1.014, 0.168], [-0.262, -0.981, 0.082], [0.174, -0.529, -0.176], [-0.505, -0.035, 0.071], [-0.573, -0.606, 0.228], [0.039, 1.624, -0.061], [-1.198, 0.371, 0.874], [-0.093, -1.170, -0.419], [0.182, -0.993, -0.463], [0.599, 0.257, -0.217], [-0.487, -0.200, 0.481], [-0.554, 0.203, -0.236], [0.951, 1.080, 0.317], [-0.803, 0.545, 0.113], [0.241, 0.428, -0.354], [0.367, -0.191, -0.359], [0.485, 0.712, 0.370], [0.032, 0.463, -0.165], [-0.034, -0.292, 0.282], [-0.509, -0.118, 0.528], [0.482, 1.733, 0.548], [-0.102, 0.290, -1.247], [0.738, -0.171, 0.102], [-0.410, -0.670, -0.213], [0.999, 0.112, -2.428], [-1.117, -0.247, 0.262], [-0.736, -1.451, 1.027], [-1.215, 0.002, -1.018], [0.253, 1.208, -0.285], [-1.121, 0.607, 0.633], [-2.855, -1.918, 0.595], [-0.173, -1.245, 0.096], [1.513, -0.436, 0.137], [-0.287, 0.240, 0.047], [-0.035, -0.270, 0.817], [-0.034, -0.093, 0.147], [0.326, -0.130, 1.081], [0.323, 0.352, -0.994], [-0.184, 0.796, 0.470], [-0.090, 0.079, 0.958], [0.889, -0.708, 0.500], [-0.629, -0.076, 0.459], [0.028, 0.018, -0.201], [0.260, -0.654, -0.372], [-0.280, 0.542, -0.028], [0.651, 0.023, -0.363], [0.602, -0.025, -0.783], [0.009, -0.409, -0.227], [0.884, 2.200, 0.170], [1.394, 0.418, 0.303], [-0.717, -0.309, -1.238], [-0.604, 0.801, -1.121], [-0.215, -0.753, 2.222], [1.552, 0.559, -0.878], [1.177, 0.873, -0.047], [-0.903, -2.464, -2.124], [0.947, -0.131, 0.721], [-0.483, 0.481, 0.102], [0.020, 1.267, -0.421], [-0.599, 1.158, 0.824], [0.410, 0.821, 1.078], [0.221, 0.174, 0.108], [0.784, 0.498, 0.211], [0.622, -0.160, 0.445], [0.209, 0.466, 0.623], [-0.152, 0.747, -0.238], [-0.184, 0.286, -0.042], [-0.893, 0.327, 0.274], [-0.251, 0.100, 0.368], [-0.679, -1.338, 0.434], [-0.691, -0.656, 0.595], [0.596, -0.442, 0.275], [0.102, -0.356, 0.193], [-0.894, 0.512, 0.188], [-0.010, -0.927, -1.196], [0.324, 0.280, 0.086], [-0.367, -0.801, -0.803], [0.887, -0.211, -0.427], [-0.315, -0.657, 0.194], [0.012, -0.148, -0.408], [0.246, -1.718, -1.370], [-0.806, 1.260, 0.843], [-0.414, 1.069, -0.370], [-1.253, -0.010, 0.763], [0.103, 0.560, -0.625], [0.198, -3.206, 0.255], [-0.887, -0.543, 0.467], [0.288, 0.577, -1.805], [0.916, -0.759, 0.082], [-0.442, 2.510, -1.110], [1.117, 1.271, -2.105], [0.232, -0.435, -0.158], [-0.510, 0.260, 1.138], [0.701, 0.281, 0.144], [0.279, -0.281, 0.132], [0.015, 0.206, -0.243], [0.363, -0.607, -0.145], [0.373, -0.188, -1.046], [0.172, 0.198, 0.295], [0.301, -0.014, 0.377], [-0.697, -0.193, -0.030], [-0.216, 0.469, 0.715], [-0.217, 0.492, -0.352], [0.112, -0.218, 0.835], [-0.313, 0.129, 0.315], [-0.115, -0.115, -0.209], [0.715, -0.073, 0.723], [-0.739, 0.049, 1.291], [-0.238, -0.405, 0.111], [0.396, -0.902, 1.252], [-2.898, -0.498, -0.169], [1.447, -1.993, 0.150], [-1.764, 0.888, 0.549], [-0.940, 2.387, 0.304], [1.099, -0.790, -2.170], [-0.548, 0.802, -0.419], [0.802, 0.080, -0.304], [-0.935, -0.698, 0.775], [-2.989, 0.323, -1.112], [-0.309, 1.926, -0.897], [-0.844, 0.854, 0.604], [-0.016, 0.875, -0.281], [1.535, 0.690, 0.042], [0.712, -0.422, -0.154], [0.516, -0.408, 0.570], [0.706, -0.342, -0.508], [0.415, -1.822, -0.952], [-0.292, 0.792, -0.142], [-0.257, 0.695, 1.185], [0.034, -0.550, 0.845], [1.109, 0.859, -0.167], [1.155, -0.356, 1.543], [0.073, -0.952, 0.210], [0.262, -0.243, 0.311], [0.600, -0.986, 1.255], [0.751, -0.312, -0.652], [-0.328, -0.041, -0.130], [0.469, -0.664, 0.371], [0.204, 0.215, -0.047], [0.486, -0.175, -0.558], [-1.651, -0.720, -0.415], [-0.081, 0.649, 1.920], [-0.154, -0.761, -1.892], [0.583, -0.526, 0.815], [-0.421, 1.285, -1.208], [-1.868, 0.887, -0.434], [0.676, 0.050, -0.844], [0.270, 0.160, -1.048], [1.356, 0.079, 0.682], [-0.659, -0.305, 2.749], [1.545, -1.691, -0.147], [0.058, 0.234, -0.984], [1.153, -0.206, 1.717], [0.053, 0.381, -0.322], [-0.085, 0.083, 0.356], [-0.505, 0.909, -0.401], [-0.529, 0.094, -0.111], [0.068, 0.330, -0.346], [-0.174, -0.037, -0.118], [0.624, -0.509, 0.506], [-0.578, -0.675, 0.793], [0.253, 0.415, -0.430], [-0.568, -1.022, 0.364], [0.091, 0.059, -0.696], [0.484, 0.314, -0.230], [0.298, -0.121, -0.819], [0.170, 0.550, -0.562], [-0.331, 0.696, 1.006], [-0.094, -0.130, -0.197], [0.129, -0.415, 0.234], [-1.011, 0.760, 0.774], [-0.378, 1.116, 0.744], [0.513, -1.923, 0.894], [-0.414, -1.967, -1.029], [0.155, -0.487, -0.634], [-1.044, -0.175, 0.689], [1.337, 0.948, -1.529], [1.036, -0.222, 0.459], [0.282, -0.241, 0.702], [0.141, 0.017, -0.140], [-0.757, 0.695, -2.574], [-0.062, -0.141, -0.274], [0.105, -0.392, -0.115], [0.736, -0.279, -0.308], [-0.291, 0.328, -0.325], [-0.370, 0.444, 0.413], [0.028, 0.170, -0.212], [0.519, 1.359, 0.121], [0.156, 0.618, -0.608], [-0.101, -0.090, 0.519], [0.870, 0.051, 0.881], [-0.471, 0.475, -0.528], [-0.176, -0.418, -0.207], [-0.081, 0.350, -0.159], [-0.297, 0.969, -0.005], [0.210, -1.037, 0.491], [0.637, -0.198, 0.830], [-0.305, 0.098, 0.499], [-0.126, -0.423, 0.740], [-1.106, -0.454, -0.359], [0.392, 0.151, -0.017], [-0.073, 0.891, -1.258], [-0.793, 2.154, 0.510], [-0.703, -0.635, -0.077], [-0.697, -0.145, 0.575], [-0.157, -0.394, -0.275], [0.231, 0.133, 0.906], [0.232, 0.043, 0.817], [0.859, -0.447, -0.534], [-0.025, -1.142, -0.505], [0.267, -0.288, 0.067], [0.444, -0.196, 0.061], [-0.867, 0.487, -1.790], [-0.620, -0.634, 0.060], [0.687, -0.592, 2.308], [-0.666, 0.040, 0.492], [-0.304, -0.938, 0.315], [0.408, 0.398, 0.516], [1.249, 0.215, 0.219], [0.167, 0.341, -0.005], [-0.583, 1.491, -1.344], [0.443, -0.358, -0.792], [-0.764, -0.182, -0.083], [1.066, -0.342, 0.220]], "mulliken_charge": [-1.672, 0.090, 0.389, -0.543, -0.447, -0.068, 0.234, 0.401, 0.391, 0.578, -0.063, -0.174, -0.016, 0.108, 0.496, 0.311, -0.139, -1.796, 0.498, 0.782, -0.493, -0.989, 2.408, -0.080, -0.206, 0.860, 0.481, -0.464, 0.147, 0.128, 0.306, 0.366, -0.897, -1.084, -1.220, -0.076, 0.561, -0.398, -0.410, -0.096, 0.514, 0.505, 0.036, 0.544, 0.428, -0.756, 0.349, -0.078, 0.238, -0.424, 0.183, -0.658, -0.184, -0.429, -0.295, -0.718, -0.259, -0.218, 0.141, 0.482, 0.465, 0.390, 0.173, 0.241, 0.344, 0.250, 0.310, -0.118, -1.664, 2.148, -1.372, -0.045, -1.682, 2.634, -0.464, 0.055, -1.403, -2.546, -0.661, 0.696, 0.001, 0.312, 0.235, 0.319, 0.416, -0.128, 0.466, 0.472, 0.676, -0.059, 0.147, 0.586, 0.294, 0.480, 0.008, 0.240, -0.442, 0.224, -0.117, 1.761, -1.656, -0.117, -1.537, 2.655, 0.079, -0.486, -1.886, -1.897, -2.030, -0.218, -0.477, 0.344, 0.316, 0.318, -0.245, 0.809, 0.464, 0.425, 0.399, 0.395, 0.350, 0.350, 0.631, -0.004, 0.163, 0.514, 0.377, 0.320, -1.631, 1.804, -1.370, 1.167, -1.594, 2.032, -0.272, -0.526, -0.568, -2.105, -0.851, 0.403, 0.239, 0.411, 0.066, 0.505, 0.484, -1.003, 0.390, 0.457, 0.359, 0.454, -0.539, 0.553, 0.293, 0.393, 0.200, -0.501, 0.601, 0.358, -1.002, 1.527, -1.752, 0.351, -1.650, 2.426, -0.144, -0.481, -2.541, -0.515, -2.100, -0.457, 0.740, 0.436, 0.411, 0.430, -0.567, 0.732, -0.232, 0.835, 0.275, 0.561, 0.479, -0.620, 0.597, 0.464, 0.312, 0.501, 0.513, 0.400, -0.852, 2.808, -1.191, -0.777, -1.564, 1.898, 0.471, -0.196, -1.510, -2.171, -0.406, 0.343, -0.289, 0.052, -0.316, 0.657, 0.615, 0.122, 0.200, 0.617, 0.190, 0.631, 0.048, 0.384, 0.502, 0.397, 0.272, -0.767, -0.105, 0.375, -1.634, 1.038, -1.293, -0.470, -0.105, 1.846, 0.099, -0.470, -1.058, -1.522, -1.472, 0.349, 0.328, 0.401, 0.441, 0.289, 0.235, 0.202, -0.113, -0.035, 0.167, 0.326, 0.124, 0.468, 0.410, 0.043, 0.309, 0.513, 0.231, 0.402, 0.096, 2.504, -0.175, 1.106, -0.762, 2.135, 0.348, 1.515, -0.755, -0.709, -0.858, -0.808, -1.030, 0.809, -0.730, -0.184, -0.794, -0.489, 0.950, -0.528, -0.081, 0.183, -0.205, 0.755, -0.962, -0.235, -0.013, -0.463, -0.240, -0.686, -1.283, 0.803, -1.754, -0.301, 0.487, 0.209, 0.198, 0.320, 0.371, 0.430, 0.388, 0.192, -0.766, 0.205, -0.020, -0.567, 0.335, 0.416, -0.077, 0.444, 0.209, -0.168, -0.272, 0.279], "max_force_ev_per_a": 3.5, "homo_lumo_gap_ev": 8.67, "energy_ha": -4934.34563, "lumo_ev": 0.4, "e_homo_ev": -8.296, "charge": 0}